Entry 1:
The following is a quantum chemistry calculation of a cluster of 5 separate species, C15H34B2FN7O11PS3 in total in a non-equilibrium geometry, from the Open Molecules 2025 dataset.

Last column: Mulliken charge in e.
Element x y z (Å)
N (-3.819, -0.056, -1.406)  -0.659
B (-2.786, 0.109, -0.302)  0.157
S (-3.793, 0.792, 1.159)  1.032
O (-2.952, 0.922, 2.426)  -0.604
O (-4.368, 2.176, 0.914)  -0.673
F (-5.102, -0.226, 1.530)  -0.322
O (-1.984, -1.054, 0.110)  -0.482
C (-0.547, -0.828, -0.108)  0.116
C (0.366, -2.138, -0.237)  -0.571
C (1.260, -2.446, 1.064)  -0.582
S (2.997, -3.015, 0.593)  -0.115
C (3.876, -1.384, 0.281)  0.269
N (4.197, -0.741, -0.967)  0.043
N (4.793, 0.435, -0.595)  -0.458
C (4.830, 0.509, 0.840)  0.013
O (4.253, -0.648, 1.449)  -0.262
C (-0.669, 0.157, -1.410)  0.742
C (0.722, 0.909, -1.715)  -0.589
B (0.579, 2.452, -2.193)  0.645
O (1.808, 3.248, -2.203)  -0.539
O (-0.618, 3.103, -2.649)  -0.560
P (-1.036, -0.736, -3.062)  0.032
S (-2.008, -2.414, -2.889)  -0.409
O (-1.776, 0.973, -0.935)  -0.138
H (-4.791, -0.087, -1.029)  0.221
H (-3.801, 0.822, -1.956)  0.172
H (-0.287, -0.170, 0.797)  0.225
H (-0.326, -3.026, -0.413)  0.372
H (1.076, -2.060, -1.142)  0.223
H (0.801, -3.230, 1.764)  0.394
H (1.434, -1.480, 1.674)  0.200
H (5.236, 1.379, 1.446)  0.359
H (1.382, 0.790, -0.772)  -0.239
H (1.268, 0.348, -2.552)  0.223
H (1.683, 3.827, -2.997)  0.271
H (-1.044, 3.480, -1.839)  0.310
H (0.140, -0.996, -3.842)  0.131
H (-1.847, 0.167, -3.849)  0.067
O (0.868, 1.761, 6.486)  -0.677
C (-0.195, 1.448, 5.967)  0.633
N (-0.307, 1.322, 4.621)  -0.205
C (-1.445, 1.181, 6.759)  -0.820
H (-1.162, 1.067, 4.151)  0.228
H (0.518, 1.496, 4.068)  0.129
H (-1.707, 2.078, 7.324)  0.244
H (-1.261, 0.355, 7.448)  0.240
H (-2.285, 0.917, 6.113)  0.269
O (0.001, 4.836, -0.246)  -0.580
C (0.802, 5.256, 0.569)  0.713
N (1.574, 4.405, 1.295)  -0.306
C (1.004, 6.722, 0.839)  -1.051
H (2.247, 4.706, 1.979)  0.184
H (1.456, 3.416, 1.131)  0.172
H (0.062, 7.154, 1.181)  0.268
H (1.318, 7.214, -0.083)  0.247
H (1.765, 6.894, 1.603)  0.346
O (-6.415, -2.673, -0.894)  -0.623
C (-5.932, -3.429, -0.068)  0.708
N (-4.677, -3.236, 0.414)  -0.262
C (-6.671, -4.620, 0.481)  -0.978
H (-4.242, -3.834, 1.094)  0.185
H (-4.158, -2.443, 0.061)  0.123
H (-6.925, -5.291, -0.342)  0.259
H (-7.584, -4.278, 0.970)  0.256
H (-6.070, -5.172, 1.208)  0.292
O (4.115, -3.047, -3.304)  -0.578
C (5.153, -2.952, -3.927)  0.616
N (6.172, -2.175, -3.465)  -0.311
C (5.399, -3.664, -5.230)  -0.952
H (7.049, -2.061, -3.944)  0.168
H (6.028, -1.691, -2.591)  0.233
H (4.653, -3.342, -5.957)  0.249
H (5.314, -4.740, -5.069)  0.252
H (6.393, -3.448, -5.630)  0.314

Summary:
* lowest unoccupied orbital energy: 1.745 eV
* HOMO level: -5.05 eV
* total energy: -3488.59336 hartree
* total charge: -1

Entry 2:
The following is a quantum chemistry calculation of a cluster of 19 separate species, C44H82Cl37IN in total in a non-equilibrium geometry, from the Open Molecules 2025 dataset.

Last column: Mulliken charge in e.
Element x y z (Å)
C (0.097, 4.415, 2.969)  -0.889
C (-1.388, 4.070, 2.305)  0.225
C (-1.442, 4.418, 0.673)  -0.622
C (-3.021, 4.493, 0.146)  0.225
C (-3.579, 2.939, 0.131)  -0.124
C (-4.843, 2.739, 1.179)  -0.109
C (-5.477, 1.226, 1.188)  -0.148
C (-4.432, 0.044, 0.712)  -0.273
C (-5.067, -1.465, 1.032)  0.137
C (-4.125, -2.594, 0.236)  0.137
C (-3.092, -3.280, 1.311)  -0.626
C (-1.502, -2.823, 1.087)  0.438
C (-0.587, -3.983, 1.819)  -1.136
C (1.027, -3.695, 1.794)  -0.177
C (1.487, -2.405, 2.752)  -0.273
C (1.941, -1.221, 1.674)  0.361
C (0.940, 0.100, 1.479)  -0.779
N (1.242, 1.232, 0.476)  0.425
C (2.492, 1.213, -0.403)  -0.336
C (3.573, -0.055, -0.287)  0.046
C (4.859, 0.007, -1.302)  0.205
C (4.452, 0.115, -2.905)  0.429
C (3.233, -0.885, -3.357)  0.155
Cl (1.829, 0.245, -3.920)  -0.262
C (3.343, -1.333, 0.768)  0.400
C (4.358, -2.612, 0.911)  -0.853
C (5.562, -2.426, 2.009)  -0.678
C (5.081, -1.918, 3.491)  -0.193
I (7.207, -1.127, 1.379)  0.039
H (0.870, 4.816, 2.173)  0.211
H (0.600, 3.466, 3.477)  0.172
H (0.008, 5.224, 3.822)  0.296
H (-1.593, 2.916, 2.511)  -0.015
H (-2.187, 4.722, 2.872)  0.256
H (-0.939, 3.571, 0.015)  -0.048
H (-0.851, 5.416, 0.442)  0.400
H (-3.689, 5.181, 0.857)  -0.451
H (-3.011, 4.882, -0.958)  0.301
H (-2.669, 2.217, 0.404)  -0.220
H (-3.862, 2.693, -0.995)  0.322
H (-5.717, 3.467, 0.846)  0.148
H (-4.444, 3.080, 2.241)  0.166
H (-6.455, 1.248, 0.516)  0.007
H (-5.776, 0.993, 2.317)  0.031
H (-4.234, 0.111, -0.453)  0.301
H (-3.423, 0.092, 1.345)  -0.216
H (-5.080, -1.726, 2.175)  0.381
H (-6.180, -1.563, 0.645)  -0.525
H (-3.584, -2.030, -0.635)  0.208
H (-4.827, -3.407, -0.242)  -0.165
H (-3.086, -4.459, 1.222)  0.273
H (-3.349, -3.028, 2.445)  0.341
H (-1.289, -1.751, 1.539)  -0.482
H (-1.327, -2.756, -0.089)  0.163
H (-0.934, -4.247, 2.915)  0.270
H (-0.765, -4.979, 1.186)  0.270
H (1.701, -4.603, 2.097)  0.425
H (1.315, -3.438, 0.665)  0.099
H (2.401, -2.690, 3.424)  -0.128
H (0.523, -2.099, 3.342)  0.479
H (-0.070, 0.227, 2.084)  0.314
H (0.580, 2.045, 0.381)  0.161
H (2.648, 2.102, -1.184)  0.238
H (5.437, 1.010, -1.052)  0.058
H (5.580, -0.926, -1.217)  -0.083
H (5.410, -0.224, -3.512)  -0.818
H (4.153, 1.223, -3.142)  0.365
H (3.526, -1.622, -4.249)  0.034
H (2.806, -1.565, -2.504)  0.093
H (4.792, -2.823, -0.181)  0.327
H (3.768, -3.603, 1.207)  0.236
H (6.034, -3.511, 2.168)  0.509
H (4.779, -2.881, 4.126)  0.085
H (4.234, -1.113, 3.437)  0.117
H (6.006, -1.451, 4.082)  0.042
C (-5.256, 7.722, 2.608)  -0.384
Cl (-3.815, 8.299, 1.761)  -0.177
Cl (-5.339, 5.956, 2.591)  -0.007
H (-5.221, 8.067, 3.644)  0.369
H (-6.144, 8.124, 2.115)  0.172
C (8.465, -0.495, -3.985)  0.424
Cl (7.229, -1.360, -4.906)  -0.160
Cl (8.090, -0.501, -2.257)  -0.050
H (9.431, -0.982, -4.141)  -0.326
H (8.511, 0.539, -4.335)  0.135
C (6.608, 3.809, -3.532)  -0.235
Cl (7.167, 2.353, -4.365)  -0.135
Cl (5.198, 3.463, -2.523)  -0.073
H (7.414, 4.188, -2.899)  0.313
H (6.337, 4.562, -4.276)  0.122
C (7.671, 4.323, -7.499)  -0.207
Cl (6.961, 5.683, -6.621)  -0.169
Cl (9.374, 4.111, -7.075)  -0.136
H (7.125, 3.412, -7.245)  0.189
H (7.593, 4.513, -8.572)  0.325
C (-8.590, 6.938, 0.446)  -0.351
Cl (-7.071, 6.919, -0.458)  -0.083
Cl (-8.293, 6.912, 2.189)  -0.149
H (-9.143, 7.846, 0.193)  0.329
H (-9.178, 6.059, 0.172)  0.288
C (6.042, 2.957, 2.120)  -0.469
Cl (4.806, 2.091, 1.199)  0.134
Cl (5.667, 2.951, 3.848)  -0.152
H (7.008, 2.470, 1.964)  0.229
H (6.088, 3.991, 1.770)  0.370
C (-7.645, -4.248, -2.290)  -0.426
Cl (-7.216, -5.028, -0.763)  -0.137
Cl (-7.170, -2.545, -2.291)  -0.118
H (-7.133, -4.761, -3.108)  0.316
H (-8.726, -4.315, -2.432)  0.375
C (-9.456, -1.074, 1.519)  0.042
Cl (-9.141, 0.559, 0.917)  -0.155
Cl (-8.723, -2.291, 0.467)  -0.117
H (-9.035, -1.171, 2.522)  -0.107
H (-10.535, -1.238, 1.554)  0.295
C (6.864, -0.173, 6.585)  -0.201
Cl (8.304, 0.404, 5.738)  -0.134
Cl (6.781, -1.939, 6.568)  -0.151
H (6.899, 0.171, 7.621)  0.342
H (5.976, 0.229, 6.092)  0.186
C (-11.325, -4.029, 3.124)  -0.187
Cl (-12.628, -2.855, 2.895)  -0.157
Cl (-10.158, -3.457, 4.322)  -0.135
H (-11.754, -4.973, 3.467)  0.333
H (-10.812, -4.181, 2.172)  0.152
C (2.638, -4.212, -5.282)  -0.340
Cl (4.157, -4.231, -6.187)  -0.132
Cl (2.934, -4.238, -3.540)  -0.100
H (2.084, -3.304, -5.536)  0.260
H (2.049, -5.091, -5.556)  0.344
C (1.247, -6.403, 4.228)  -0.022
Cl (0.367, -6.490, 5.759)  -0.151
Cl (2.474, -5.132, 4.272)  -0.044
H (1.735, -7.363, 4.044)  0.373
H (0.540, -6.188, 3.423)  -0.069
C (-5.001, -1.153, -5.323)  0.004
Cl (-5.660, -0.296, -6.722)  -0.167
Cl (-4.697, -2.852, -5.702)  -0.155
H (-4.061, -0.680, -5.027)  0.248
H (-5.718, -1.094, -4.500)  0.053
C (-4.321, 9.692, -1.786)  0.193
Cl (-4.846, 8.475, -2.956)  -0.156
Cl (-5.234, 11.194, -1.976)  -0.158
H (-4.478, 9.306, -0.776)  -0.162
H (-3.259, 9.900, -1.941)  0.282
C (12.506, -2.427, -4.879)  -0.380
Cl (11.838, -3.525, -3.665)  -0.086
Cl (11.381, -1.109, -5.231)  -0.119
H (13.440, -2.006, -4.501)  0.310
H (12.697, -2.986, -5.797)  0.299
C (-2.194, -5.347, -2.169)  -0.245
Cl (-2.862, -6.445, -0.955)  -0.154
Cl (-3.319, -4.029, -2.521)  -0.059
H (-1.260, -4.926, -1.791)  0.104
H (-2.003, -5.906, -3.087)  0.371
C (-9.028, 1.551, 4.569)  -0.493
Cl (-7.588, 2.128, 3.722)  -0.031
Cl (-9.111, -0.215, 4.552)  -0.101
H (-8.994, 1.896, 5.606)  0.367
H (-9.916, 1.954, 4.076)  0.281
C (10.336, -5.885, -1.086)  -0.079
Cl (10.894, -7.341, -1.919)  -0.146
Cl (8.926, -6.230, -0.077)  -0.155
H (11.142, -5.505, -0.453)  0.289
H (10.065, -5.131, -1.830)  0.081

Summary:
* lowest unoccupied orbital energy: -3.922 eV
* HOMO level: -11.46 eV
* total energy: -19104.39972 hartree
* total charge: +1

Entry 3:
The following is a quantum chemistry calculation of a cluster of 2 separate species, CClF2NO2 in total in a non-equilibrium geometry, from the Open Molecules 2025 dataset.

Last column: Mulliken charge in e.
Element x y z (Å)
C (0.614, -0.326, 0.999)  0.424
N (-0.832, 0.620, -1.495)  0.800
O (-1.523, 1.513, -1.198)  -0.405
O (-0.544, -0.221, -2.284)  -0.396
F (-0.447, -0.786, 1.726)  -0.190
F (1.025, 0.802, 1.495)  -0.149
Cl (1.708, -1.601, 0.758)  -0.084

Summary:
* ΔE to the lowest compared entry with this formula, charge and spin: 60.5 kcal/mol
* lowest unoccupied orbital energy (spin up / spin down): -0.647 / -0.651 eV
* HOMO level (spin up / spin down): -9.57 / -9.51 eV
* total energy: -903.06491 hartree

Entry 4:
The following is a quantum chemistry calculation of a structure of composition C14H43O8V in a non-equilibrium geometry, from the Open Molecules 2025 dataset.

Last column: Mulliken charge in e.
Element x y z (Å)
V (-3.481, -29.479, 25.824)  0.911
O (-4.242, -28.444, 27.448)  -0.589
H (-4.977, -27.841, 27.321)  0.029
C (-8.544, -31.262, 29.642)  -1.415
C (-7.665, -30.109, 29.246)  0.341
O (-6.596, -30.606, 28.409)  -0.314
H (-9.284, -31.085, 30.422)  0.386
H (-7.989, -32.110, 30.060)  0.322
H (-9.043, -31.704, 28.776)  0.320
H (-7.335, -29.621, 30.169)  0.282
H (-8.179, -29.371, 28.626)  0.005
H (-6.102, -29.806, 28.180)  0.107
C (-5.474, -24.095, 26.081)  -0.925
C (-5.121, -24.269, 27.556)  0.036
O (-3.712, -24.176, 27.642)  -0.552
H (-6.482, -23.696, 25.926)  0.225
H (-5.488, -25.083, 25.609)  0.099
H (-4.832, -23.343, 25.631)  0.411
H (-5.534, -25.198, 27.954)  0.143
H (-5.623, -23.434, 28.063)  0.257
H (-3.397, -24.691, 28.409)  0.347
C (-7.342, -29.003, 23.643)  -1.260
C (-6.533, -29.467, 24.856)  0.885
O (-5.260, -30.019, 24.469)  -0.480
H (-8.171, -28.378, 23.968)  0.309
H (-7.645, -29.867, 23.055)  0.402
H (-6.735, -28.362, 23.001)  0.348
H (-7.065, -30.168, 25.504)  0.285
H (-6.392, -28.619, 25.531)  -0.596
H (-5.404, -30.809, 23.934)  0.287
C (-3.954, -33.691, 27.554)  -1.140
C (-4.251, -32.727, 26.381)  -0.312
O (-3.839, -31.404, 26.749)  -0.061
H (-2.957, -33.426, 27.902)  0.281
H (-4.066, -34.737, 27.294)  0.415
H (-4.696, -33.427, 28.310)  0.267
H (-5.334, -32.735, 26.211)  0.229
H (-3.779, -33.009, 25.439)  0.431
H (-4.064, -31.301, 27.712)  0.474
C (-1.351, -25.565, 30.321)  -1.356
C (-1.887, -26.734, 29.521)  0.079
O (-3.252, -26.471, 29.181)  -0.529
H (-0.982, -24.737, 29.719)  0.332
H (-0.537, -25.926, 30.956)  0.410
H (-2.073, -25.176, 31.039)  0.300
H (-1.775, -27.668, 30.083)  0.294
H (-1.281, -26.862, 28.614)  0.195
H (-3.571, -27.248, 28.685)  0.325
C (-3.105, -31.189, 31.464)  -1.257
C (-4.060, -30.315, 30.637)  0.165
O (-3.684, -30.486, 29.265)  -0.649
H (-3.258, -32.205, 31.089)  0.307
H (-3.272, -31.087, 32.532)  0.384
H (-2.075, -30.952, 31.200)  0.291
H (-3.796, -29.269, 30.841)  0.235
H (-5.110, -30.522, 30.834)  0.086
H (-3.829, -29.696, 28.726)  0.208
C (-8.129, -26.734, 26.972)  -0.321
C (-8.688, -25.652, 26.077)  -0.612
O (-10.076, -25.954, 25.966)  -0.539
H (-8.251, -27.754, 26.610)  0.192
H (-8.519, -26.594, 27.978)  0.464
H (-7.033, -26.669, 27.061)  -0.194
H (-8.254, -25.597, 25.069)  0.355
H (-8.475, -24.647, 26.457)  0.341
H (-10.475, -25.497, 25.220)  0.307

Summary:
* <S²>: 3.756
* spin multiplicity: 4
* ΔE to the lowest compared entry with this formula, charge and spin: 64.3 kcal/mol
* lowest unoccupied orbital energy (spin up / spin down): -4.519 / -4.559 eV
* HOMO level (spin up / spin down): -11.78 / -11.78 eV
* total energy: -2104.80926 hartree
* total charge: +1